Computed, not measured: 9 unconnected molecules or ions with the total composition C36H63N9 in a non-equilibrium geometry, with ωB97M-V/def2-TZVPD.

The geometry in XYZ format:
```
108
Properties=species:S:1:pos:R:3
C -3.649 -4.281 4.522
C -3.595 -3.205 5.589
C -2.455 -2.179 5.358
C -2.548 -1.369 4.118
N -2.608 -0.715 3.173
H -4.417 -5.038 4.678
H -2.693 -4.815 4.519
H -3.778 -3.909 3.504
H -3.534 -3.630 6.588
H -4.521 -2.630 5.502
H -1.504 -2.702 5.221
H -2.303 -1.547 6.230
C 4.805 -1.791 2.689
C 4.098 -0.458 2.941
C 3.949 0.404 1.671
C 5.238 0.701 1.020
N 6.233 0.953 0.498
H 4.913 -2.346 3.621
H 5.807 -1.564 2.319
H 4.311 -2.428 1.957
H 4.624 0.148 3.681
H 3.106 -0.583 3.380
H 3.506 1.351 1.981
H 3.314 -0.067 0.921
C 0.062 2.172 2.528
C -1.111 2.555 3.436
C -0.816 2.532 4.942
C -0.377 1.180 5.394
N -0.011 0.149 5.729
H -0.271 2.011 1.501
H 0.540 1.243 2.848
H 0.866 2.909 2.477
H -1.932 1.860 3.257
H -1.454 3.558 3.180
H -1.727 2.784 5.480
H 0.026 3.170 5.213
C -2.918 1.414 -2.206
C -3.096 2.339 -3.412
C -4.411 3.137 -3.466
C -5.615 2.435 -3.026
N -6.565 1.873 -2.708
H -3.839 0.848 -2.048
H -2.767 1.993 -1.294
H -2.134 0.681 -2.379
H -3.070 1.738 -4.323
H -2.274 3.053 -3.480
H -4.509 3.500 -4.488
H -4.367 3.992 -2.786
C 5.115 2.746 -3.733
C 5.333 4.014 -2.892
C 5.107 3.808 -1.354
C 3.957 3.004 -1.036
N 3.036 2.339 -0.805
H 5.876 1.989 -3.541
H 5.106 3.065 -4.774
H 4.178 2.250 -3.473
H 4.570 4.739 -3.182
H 6.303 4.450 -3.119
H 4.992 4.789 -0.894
H 5.962 3.257 -0.953
C -2.146 -8.591 2.365
C -2.452 -8.111 0.921
C -3.027 -6.694 0.942
C -2.084 -5.653 1.321
N -1.312 -4.843 1.579
H -1.606 -9.532 2.269
H -3.075 -8.758 2.910
H -1.551 -7.866 2.918
H -3.086 -8.810 0.377
H -1.534 -8.110 0.330
H -3.899 -6.646 1.600
H -3.439 -6.391 -0.025
C 0.228 0.088 -0.833
C 0.124 -1.069 0.147
C -1.342 -1.556 0.202
C -1.786 -2.096 -1.090
N -2.142 -2.521 -2.096
H 1.230 0.496 -0.978
H -0.348 0.964 -0.522
H -0.108 -0.182 -1.836
H 0.438 -0.754 1.143
H 0.863 -1.798 -0.192
H -1.927 -0.645 0.343
H -1.514 -2.197 1.063
C 1.296 0.287 -4.289
C 0.852 -1.119 -4.663
C 0.002 -1.122 -5.939
C 0.577 -0.417 -7.075
N 1.045 0.132 -7.973
H 0.380 0.830 -4.035
H 1.868 0.770 -5.079
H 1.873 0.311 -3.363
H 0.240 -1.551 -3.871
H 1.739 -1.733 -4.830
H -0.959 -0.639 -5.746
H -0.146 -2.159 -6.244
C -0.778 5.113 -0.477
C 0.023 3.914 -1.024
C 0.827 4.212 -2.295
C 1.616 5.434 -2.145
N 2.232 6.406 -2.033
H -1.255 4.909 0.483
H -1.577 5.449 -1.141
H -0.160 5.990 -0.273
H -0.659 3.084 -1.211
H 0.681 3.541 -0.238
H 0.158 4.319 -3.150
H 1.553 3.437 -2.543
```

Values from the calculation:
relative energy (zero: lowest compared OMol25 entry of this formula, charge and spin) = 71.3 kJ/mol
M = 621.96 g/mol
Kohn-Sham gap = 0.435 hartree
structure (SMILES) = CCCC#N.CCCC#N.CCCC#N.CCCC#N.CCCC#N.CCCC#N.CCCC#N.CCCC#N.CCCC#N

These are the Mulliken partial charges, in e, on atoms 1 to 5: C -1.11; C -0.63; C -0.30; C 0.23; N -0.47

Computed, not measured: 11 unconnected molecules or ions with the total composition C36H64Cl20N6OPS3 in a non-equilibrium geometry, with ωB97M-V/def2-TZVPD.

The geometry in XYZ format:
```
131
Properties=species:S:1:pos:R:3
C 6.780 3.585 0.225
C 5.613 4.176 1.101
P 4.327 2.786 1.185
C 4.514 2.179 2.946
N 2.773 3.610 0.843
C 2.393 4.271 -0.274
N 3.084 4.452 -1.396
S 2.411 5.373 -2.705
N 4.384 3.886 -1.565
C 4.371 3.048 -2.446
S 4.504 1.749 -3.260
N 1.146 4.804 -0.213
C 0.676 4.440 0.976
C -0.683 4.700 1.588
C -1.500 3.371 1.370
C -3.038 3.587 1.294
N -3.637 2.273 1.625
C -3.777 1.441 0.432
C -2.609 0.463 0.189
C -2.222 0.249 -1.126
C -1.177 -0.589 -1.448
C -0.478 -1.223 -0.448
C -0.862 -1.025 0.869
C -1.923 -0.206 1.197
O -2.296 -0.058 2.495
N 1.632 3.740 1.578
S 1.322 3.098 3.126
H 6.321 2.915 -0.521
H 7.435 2.928 0.817
H 7.335 4.362 -0.314
H 5.192 5.070 0.626
H 6.055 4.359 2.091
H 3.853 1.308 3.214
H 4.249 2.973 3.669
H 5.575 1.947 3.133
H 3.487 6.167 -3.053
H -0.601 4.942 2.654
H -1.164 5.553 1.094
H -1.184 3.015 0.370
H -1.227 2.597 2.093
H -3.331 4.284 2.093
H -3.334 3.921 0.286
H -4.586 2.464 1.929
H -3.964 2.005 -0.499
H -4.665 0.797 0.581
H -2.785 0.765 -1.904
H -0.929 -0.729 -2.502
H 0.363 -1.868 -0.700
H -0.272 -1.555 1.628
H -1.519 -0.057 3.064
H 1.078 1.769 2.927
Cl -2.550 3.839 -3.505
C -3.114 5.196 -4.515
C -2.052 6.252 -4.707
Cl -1.695 7.133 -3.197
H -4.006 5.611 -4.051
H -3.396 4.775 -5.480
H -2.393 6.990 -5.431
H -1.125 5.822 -5.071
Cl 0.798 -1.876 3.443
C 0.308 -3.542 3.853
C 1.462 -4.369 4.357
Cl 2.653 -4.712 3.072
H -0.144 -3.982 2.970
H -0.458 -3.464 4.624
H 1.096 -5.329 4.716
H 1.982 -3.874 5.175
Cl -3.845 -2.215 4.967
C -4.381 -2.656 3.326
C -4.276 -4.139 3.075
Cl -2.577 -4.679 3.012
H -3.786 -2.084 2.616
H -5.420 -2.340 3.231
H -4.731 -4.387 2.109
H -4.783 -4.716 3.846
Cl -0.697 3.418 -6.123
C 0.934 3.118 -5.489
C 1.461 1.758 -5.853
Cl 0.594 0.432 -5.034
H 0.899 3.256 -4.411
H 1.582 3.884 -5.911
H 2.505 1.682 -5.552
H 1.400 1.580 -6.924
Cl 5.345 -0.638 -4.723
C 5.307 -1.916 -5.976
C 4.128 -1.777 -6.906
Cl 2.585 -2.096 -6.090
H 5.307 -2.875 -5.465
H 6.232 -1.834 -6.546
H 4.218 -2.495 -7.721
H 4.073 -0.779 -7.336
Cl -6.621 -4.418 1.183
C -7.586 -5.232 -0.079
C -7.572 -6.732 0.077
Cl -5.971 -7.428 -0.271
H -7.199 -4.927 -1.048
H -8.606 -4.861 0.013
H -8.272 -7.183 -0.625
H -7.858 -7.032 1.082
Cl -8.095 -10.113 -1.226
C -6.638 -10.777 -2.005
C -6.907 -11.244 -3.414
Cl -7.951 -12.686 -3.457
H -6.262 -11.585 -1.381
H -5.894 -9.980 -2.015
H -5.969 -11.518 -3.896
H -7.381 -10.466 -4.008
Cl -2.812 -1.787 8.091
C -3.339 -3.444 8.476
C -2.194 -4.310 8.939
Cl -1.039 -4.659 7.623
H -3.821 -3.857 7.592
H -4.085 -3.364 9.266
H -2.575 -5.269 9.287
H -1.645 -3.845 9.754
Cl 5.937 -0.994 0.649
C 4.495 -1.935 1.114
C 3.217 -1.220 0.764
Cl 2.978 0.234 1.772
H 4.558 -2.145 2.180
H 4.546 -2.881 0.576
H 2.365 -1.874 0.941
H 3.198 -0.913 -0.280
Cl 6.954 9.185 -0.852
C 7.319 7.446 -0.941
C 7.430 6.959 -2.364
Cl 5.858 6.979 -3.209
H 6.543 6.911 -0.396
H 8.266 7.294 -0.425
H 7.781 5.927 -2.375
H 8.128 7.561 -2.940
```

Values from the calculation:
total charge = +1
M = 1433.18 g/mol
Kohn-Sham gap = 0.269 hartree

These are the Mulliken partial charges, in e, on atoms 1 to 5: C -0.82; C -0.49; P 0.22; C -1.10; N 0.29

Computed, not measured: 9 unconnected molecules or ions with the total composition C36H64O13 in a non-equilibrium geometry, with ωB97M-V/def2-TZVPD.

The geometry in XYZ format:
```
113
Properties=species:S:1:pos:R:3
C 9.609 1.791 2.160
C 9.434 1.197 3.486
C 8.964 2.414 4.264
O 7.977 2.844 3.323
C 8.467 2.703 2.037
H 9.726 1.079 1.343
H 10.542 2.354 2.199
H 10.369 0.835 3.913
H 8.544 0.571 3.548
H 9.621 3.274 4.399
H 8.581 2.310 5.279
H 8.813 3.697 1.753
H 7.643 2.389 1.396
C -5.929 3.727 -6.055
C -6.332 5.185 -5.954
C -5.148 5.924 -5.420
O -4.032 5.091 -5.679
C -4.399 3.705 -5.677
H -5.946 3.491 -7.119
H -6.619 2.957 -5.711
H -7.222 5.421 -5.370
H -6.613 5.519 -6.953
H -5.264 6.059 -4.344
H -5.036 6.896 -5.901
H -4.311 3.252 -4.690
H -3.761 3.069 -6.291
C -9.008 -3.454 -5.463
C -7.536 -3.273 -5.405
C -7.198 -2.804 -3.995
O -8.458 -2.783 -3.346
C -9.389 -3.573 -4.022
H -9.176 -4.425 -5.930
H -9.492 -2.645 -6.010
H -7.066 -2.643 -6.160
H -7.123 -4.281 -5.453
H -6.884 -1.776 -3.815
H -6.464 -3.452 -3.517
H -10.419 -3.235 -3.911
H -9.290 -4.620 -3.733
C 0.071 -0.358 -0.981
C 0.094 0.302 0.360
C 1.614 0.471 0.672
O 2.340 0.072 -0.460
C 1.523 -0.776 -1.265
H -0.109 0.433 -1.710
H -0.748 -1.077 -0.953
H -0.547 -0.196 1.088
H -0.080 1.377 0.304
H 1.955 -0.156 1.496
H 1.965 1.473 0.914
H 1.619 -1.842 -1.057
H 1.819 -0.598 -2.298
C 1.773 -5.517 3.687
C 1.119 -6.739 3.038
C 2.185 -7.802 3.103
O 3.415 -7.175 3.088
C 3.305 -5.813 3.570
H 1.526 -5.350 4.735
H 1.579 -4.632 3.081
H 0.926 -6.589 1.976
H 0.175 -7.026 3.503
H 2.075 -8.379 2.185
H 1.957 -8.338 4.024
H 3.781 -5.003 3.017
H 3.721 -5.785 4.577
O -2.021 3.799 5.333
C -1.740 2.826 5.979
O -0.487 2.235 6.022
C -0.537 1.143 6.847
C -1.689 1.415 7.773
C -2.685 1.975 6.771
H 0.433 0.906 7.284
H -0.897 0.315 6.236
H -1.500 2.158 8.548
H -2.163 0.509 8.151
H -3.368 2.559 7.388
H -3.127 1.388 5.966
O 3.395 11.107 2.508
C 3.563 10.189 3.261
O 2.644 9.318 3.530
C 3.020 8.249 4.398
C 4.495 8.404 4.317
C 4.790 9.845 4.048
H 2.647 7.294 4.027
H 2.798 8.509 5.433
H 4.786 7.892 3.400
H 4.906 7.820 5.140
H 5.838 9.840 3.748
H 4.781 10.532 4.894
O -8.610 -8.539 1.465
C -7.835 -7.673 1.831
O -7.153 -6.832 0.993
C -6.747 -5.633 1.736
C -6.849 -6.051 3.209
C -7.859 -7.148 3.249
H -7.520 -4.888 1.549
H -5.760 -5.211 1.541
H -7.273 -5.310 3.887
H -5.929 -6.356 3.708
H -8.877 -6.983 3.604
H -7.336 -7.898 3.842
O 5.779 -1.655 -11.035
C 6.179 -1.239 -9.962
O 5.992 0.040 -9.594
C 6.550 0.320 -8.319
C 7.054 -1.017 -7.738
C 6.994 -2.004 -9.060
H 5.857 0.675 -7.556
H 7.341 1.063 -8.418
H 6.273 -1.488 -7.142
H 8.034 -1.057 -7.261
H 6.623 -3.009 -8.862
H 7.967 -2.101 -9.542
```

Values from the calculation:
relative energy (zero: lowest compared OMol25 entry of this formula, charge and spin) = 490.4 kJ/mol
M = 704.89 g/mol
Kohn-Sham gap = 0.358 hartree
structure (SMILES) = O=C1CCCO1.O=C1CCCO1.O=C1CCCO1.O=C1CCCO1.C1CCOC1.C1CCOC1.C1CCOC1.C1CCOC1.C1CCOC1

These are the Mulliken partial charges, in e, on atoms 1 to 5: C -0.56; C -0.39; C -0.49; O -0.40; C -0.37

Computed, not measured: a molecular structure, C36H65BaN3O8 in a non-equilibrium geometry, with ωB97M-V/def2-TZVPD.

The geometry in XYZ format:
```
113
Properties=species:S:1:pos:R:3
Ba 0.627 -0.542 -0.173
C 3.176 2.647 -1.991
C 1.672 2.944 -2.371
C 1.821 4.156 -3.286
C 0.480 4.602 -3.928
C -0.015 3.439 -4.744
C -0.226 2.104 -3.979
N 1.041 1.879 -3.232
O 1.029 0.567 -2.672
C -0.584 0.965 -5.023
C -1.468 2.312 -3.077
C 0.846 3.228 -1.153
H 3.751 3.556 -1.815
H 3.663 2.121 -2.813
H 3.273 2.015 -1.108
H 2.603 3.992 -4.028
H 2.211 5.001 -2.719
H 0.568 5.596 -4.366
H -0.194 4.724 -3.080
H 0.570 3.267 -5.647
H -0.924 3.832 -5.201
H -1.464 1.261 -5.593
H -0.592 -0.065 -4.666
H 0.268 1.089 -5.692
H -2.248 1.630 -3.414
H -1.900 3.306 -3.196
H -1.259 2.110 -2.027
H 1.303 3.819 -0.359
H 0.560 2.305 -0.649
H -0.073 3.736 -1.445
C 0.654 -0.819 4.496
C -0.662 -0.017 4.535
C -0.393 1.088 5.612
C -1.326 2.229 5.525
C -1.281 2.813 4.071
C -1.761 1.828 3.023
N -0.854 0.627 3.182
O -1.114 -0.254 2.059
C -1.390 2.524 1.719
C -3.299 1.551 3.198
C -1.800 -0.959 4.981
H 1.078 -0.995 5.484
H 1.403 -0.319 3.880
H 0.573 -1.827 4.089
H 0.584 1.541 5.436
H -0.570 0.760 6.636
H -0.994 3.029 6.187
H -2.351 2.038 5.840
H -0.227 3.077 3.982
H -1.866 3.733 4.089
H -1.990 2.156 0.887
H -0.322 2.507 1.503
H -1.755 3.551 1.705
H -3.436 1.178 4.213
H -3.758 0.929 2.429
H -3.870 2.469 3.062
H -2.207 -0.794 5.979
H -1.568 -2.024 5.005
H -2.677 -0.898 4.337
C -4.516 -5.288 2.515
C -4.113 -6.114 1.513
C -2.958 -5.787 0.741
C -2.217 -4.656 1.003
C -2.722 -3.735 2.007
C -3.845 -4.050 2.779
N -1.072 -4.245 0.231
O -0.553 -3.139 0.453
O -0.777 -4.966 -0.739
H -5.360 -5.544 3.138
H -4.621 -7.057 1.370
H -2.648 -6.537 0.029
H -2.249 -2.802 2.276
H -4.020 -3.412 3.632
C -3.797 -0.775 -0.798
C -2.709 -1.287 -1.679
O -1.507 -0.942 -1.535
C -3.102 -2.198 -2.862
H -3.839 -1.279 0.167
H -4.713 -0.874 -1.381
H -3.618 0.282 -0.601
H -2.700 -3.161 -2.546
H -2.759 -1.700 -3.769
H -4.171 -2.413 -2.852
C 4.420 1.461 2.198
C 2.975 1.868 1.997
O 2.159 1.131 1.529
C 2.555 3.328 2.143
H 4.830 1.703 3.178
H 5.070 1.841 1.409
H 4.440 0.379 2.072
H 2.801 3.729 3.126
H 1.474 3.458 2.077
H 3.058 3.743 1.270
C 4.369 -0.572 -2.427
C 4.119 -1.210 -1.095
O 3.357 -0.657 -0.309
C 4.857 -2.464 -0.716
H 4.827 0.417 -2.389
H 3.484 -0.602 -3.062
H 5.118 -1.232 -2.864
H 5.643 -2.274 0.015
H 5.346 -2.942 -1.564
H 4.253 -3.240 -0.246
C 2.195 -4.811 -2.974
C 1.394 -3.514 -2.807
O 1.375 -2.981 -1.699
C 0.582 -2.960 -3.949
H 2.335 -5.167 -3.995
H 1.842 -5.753 -2.553
H 3.210 -4.836 -2.580
H 0.969 -3.379 -4.877
H 0.655 -1.874 -3.905
H -0.462 -3.232 -3.790
```

Values from the calculation:
relative energy (zero: lowest compared OMol25 entry of this formula, charge and spin) = 48.9 kJ/mol
M = 805.26 g/mol
Kohn-Sham gap = 0.156 hartree

These are the Mulliken partial charges, in e, on atoms 1 to 5: Ba 1.42; C -1.90; C 2.22; C -1.66; C -0.55

Number 1: HOMO -11.37 eV. Number 2: HOMO -10.28 eV. Number 3: HOMO -9.55 eV. Number 4: HOMO -5.35 eV.